{"formula": "C31H44F2N4O8", "method": "wB97M-V/def2-TZVPD", "symbols": ["C", "C", "C", "O", "H", "H", "N", "C", "H", "O", "C", "H", "C", "N", "C", "C", "H", "H", "H", "H", "H", "C", "C", "C", "N", "H", "C", "H", "C", "H", "H", "C", "H", "H", "C", "H", "H", "O", "C", "H", "H", "O", "C", "C", "H", "H", "O", "H", "C", "C", "H", "H", "O", "C", "C", "C", "H", "H", "C", "H", "H", "C", "H", "H", "H", "C", "H", "H", "H", "H", "H", "F", "H", "O", "C", "C", "O", "H", "N", "H", "C", "C", "H", "F", "H", "H", "C", "H", "H"], "coordinates": [[-6.550828, 1.033370, 0.254669], [7.932176, -5.290350, -4.900342], [2.015934, -1.799178, -1.396133], [-4.980482, 1.952793, -2.564254], [8.198263, -4.349277, -5.382427], [-5.096756, 1.505797, 6.984105], [-2.631925, 1.047600, 5.383933], [-1.081033, 0.083300, -1.864074], [3.159790, 0.326305, 0.870359], [1.986930, 0.139169, -2.758860], [0.229060, 2.788344, 0.408725], [6.954368, -6.025078, -3.126272], [-2.040950, 2.368706, -0.659948], [0.835558, 3.855012, -0.238618], [1.784115, 4.619352, 0.496168], [-2.402305, 0.450849, -2.099692], [5.439678, -1.814073, -2.146187], [5.146892, -3.382516, -5.812266], [-6.435266, 0.092978, 1.917118], [2.145712, 0.338298, 2.323390], [-3.761129, -1.183917, -2.388629], [-3.780278, 3.322292, 5.137831], [4.977259, -4.452462, -3.909421], [-4.024664, 3.436123, 0.392520], [6.272063, -4.084771, -3.364606], [-4.074053, 0.763469, 3.833082], [-4.858073, 2.714975, -0.350676], [2.620488, -1.205467, 1.644441], [1.066814, -0.205152, 0.630008], [-0.713073, -0.829074, -2.313455], [-5.316143, 0.314571, 5.696315], [-3.280044, 0.381989, 6.497286], [-2.962626, -0.563823, 4.140011], [7.638300, -2.564937, -3.096345], [7.328008, -5.070933, -3.507823], [-1.084868, 0.796344, 3.162209], [-3.973739, 0.150620, -3.536962], [-1.969541, 4.593183, 0.177374], [-2.598456, 3.576485, -0.000243], [2.457560, -2.239366, -2.284115], [-4.515954, 3.307810, 5.941259], [0.511642, 2.440905, 1.526372], [-3.027521, 0.526825, 4.087143], [-4.297832, 2.059125, -1.574780], [3.701020, -4.369756, -5.651731], [-5.167143, -0.204410, 7.372129], [-7.242618, 0.309837, -0.395289], [2.735961, -1.892151, -0.583604], [1.731974, -0.360098, -1.700153], [-3.246756, -0.429377, -2.981522], [8.134429, -4.778498, -2.828040], [4.218139, -3.841557, -3.412982], [0.059829, -0.687017, 1.065534], [-2.132470, 1.006183, 2.955688], [-2.532632, 2.493980, 5.473401], [-6.309089, 2.498785, -0.049934], [0.173227, 4.438140, -0.741242], [-4.264520, 2.975107, 4.225004], [5.696085, -1.680377, -3.198914], [6.938255, -2.562817, -4.707011], [-2.192641, 2.743423, 6.481627], [-4.802367, 0.516163, 6.637259], [-1.722994, 2.816449, 4.814294], [-6.591807, 3.057878, 0.839417], [-2.600749, -0.918181, -3.707604], [4.768161, -4.329062, -5.424729], [6.115121, -0.681539, -3.322272], [4.763812, -5.477435, -3.596081], [-3.495620, 4.364148, 4.978423], [-2.806497, 0.725410, 7.421099], [7.257500, -5.835647, -5.558996], [1.304752, 5.056921, 1.665720], [1.111149, -2.334167, -1.111508], [2.867525, 4.893650, 0.116603], [-0.721584, 2.003149, -0.454474], [-0.256677, 0.825785, -1.040510], [-5.856118, 0.620297, 1.352085], [-2.401996, 0.491672, 2.030616], [1.087522, 0.445922, -0.683007], [-3.037496, -0.682895, 6.420913], [2.353922, -0.181384, 1.390228], [-2.883265, 1.596814, -1.467318], [-2.236059, 2.080310, 2.780021], [-4.403479, 4.079217, 1.489494], [5.245779, -5.137982, -5.975151], [4.777973, -1.719334, -3.786529], [6.705559, -2.727146, -3.642765], [8.844528, -5.883305, -4.812366], [-6.930722, 2.748680, -0.904015]], "forces_ev_per_a": [[0.04, -0.15, -0.20], [-0.01, -0.07, 0.02], [0.36, -0.09, -0.01], [-0.13, -0.20, 0.00], [0.00, 0.01, 0.00], [0.00, 0.02, -0.05], [-0.03, -0.03, 0.02], [0.09, 0.04, 0.22], [0.04, -0.03, -0.09], [-0.16, 0.01, -0.19], [-0.09, 0.03, 0.01], [-0.06, 0.01, -0.02], [0.11, -0.23, -0.09], [-0.14, 0.20, 0.43], [0.22, 0.13, -0.13], [-0.06, 0.10, -0.13], [-0.01, -0.03, 0.00], [0.00, 0.01, 0.01], [0.15, -0.48, -0.25], [0.02, 0.08, 0.04], [-0.07, -0.06, 0.00], [0.03, 0.06, 0.09], [-0.18, 0.00, -0.02], [-0.19, -0.30, -0.07], [0.02, -0.03, 0.02], [-0.01, -0.01, -0.01], [-0.02, 0.01, 0.24], [0.12, -0.01, 0.04], [-0.05, 0.20, -0.04], [0.04, -0.02, -0.06], [0.01, 0.00, -0.01], [-0.01, -0.13, 0.10], [-0.02, 0.00, 0.06], [0.03, -0.06, -0.01], [0.13, -0.08, 0.06], [0.03, 0.02, 0.01], [-0.13, -0.03, 0.07], [0.07, -0.05, 0.26], [0.01, 0.16, -0.08], [-0.02, -0.07, -0.05], [-0.03, -0.05, -0.04], [0.28, -0.20, 0.03], [0.01, 0.05, -0.08], [0.09, 0.19, 0.00], [0.00, 0.00, 0.01], [0.01, -0.01, -0.01], [-0.26, -0.02, 0.17], [-0.03, -0.02, 0.08], [0.24, 0.61, -0.06], [0.19, 0.26, -0.18], [-0.02, 0.06, -0.01], [0.04, 0.04, 0.00], [-0.03, 0.01, -0.01], [-0.10, 0.02, -0.09], [0.09, 0.17, -0.06], [0.18, -0.18, -0.02], [0.14, -0.13, -0.30], [0.00, -0.02, -0.05], [-0.02, 0.04, 0.00], [0.01, 0.01, 0.01], [-0.04, -0.06, 0.04], [0.01, 0.00, 0.08], [-0.01, -0.05, -0.04], [-0.06, 0.17, -0.07], [0.00, -0.20, 0.05], [-0.04, -0.06, 0.01], [0.00, 0.00, -0.01], [0.07, -0.02, -0.01], [0.01, 0.00, 0.00], [0.01, 0.06, -0.02], [-0.02, 0.05, -0.02], [0.09, -0.06, -0.20], [-0.08, 0.03, 0.07], [-0.29, -0.02, 0.23], [-0.21, 0.18, -0.26], [0.33, 0.59, 0.05], [-0.13, 0.59, 0.38], [0.02, 0.00, 0.00], [-0.65, -1.29, 0.19], [0.00, 0.01, -0.06], [0.02, -0.09, 0.08], [0.07, -0.07, 0.02], [0.01, 0.00, 0.02], [-0.01, 0.21, -0.02], [0.06, 0.04, -0.01], [-0.01, 0.02, 0.00], [-0.05, 0.07, -0.03], [0.00, 0.01, 0.01], [0.00, 0.13, -0.05]], "mulliken_charge": [0.428, -0.978, -1.186, -0.572, 0.277, 0.234, 0.133, -0.253, 0.341, -0.594, -0.055, 0.354, 0.862, -0.137, 0.475, 0.330, 0.270, 0.251, 0.309, 0.419, 0.338, -0.782, -0.242, 0.775, 0.115, 0.261, 0.099, 0.478, 0.987, 0.532, 0.207, -0.694, 0.452, 0.463, -0.692, 0.247, 0.414, -0.606, 0.399, 0.213, 0.293, -0.576, -0.702, -0.157, 0.408, 0.405, -0.545, 0.394, 0.601, -1.882, 0.410, -0.114, -0.527, -0.806, -0.674, -1.147, 0.405, 0.072, -1.331, 0.252, 0.407, -0.941, 0.287, 0.372, 0.462, -1.054, 0.494, 0.387, 0.377, 0.371, 0.224, -0.193, 0.452, -0.461, -0.519, -0.214, -0.292, 0.479, 0.683, 0.410, -1.830, 1.065, -0.031, -0.446, 0.297, 0.246, -0.412, 0.401, 0.328], "e_tot_ev": -60635.9690, "charge": 0, "smiles": "CC(=O)N(C(C)=O)c1cc(C)c2c(c1C(=O)NC(=O)F)C(=O)C(F)=C(CC(=O)O)C2=O.CCN(CC)CC.CCN(CC)CC", "multiplicity": 1}